[1]
The following is a quantum chemistry calculation of a molecular structure, C18H24CrN2O4, from the OMol25 dataset.

Last column: natural (NBO) charge in e.
Cartesian coordinates (Å):
C: -0.418 4.439 -2.148  -0.45
C: 0.737 5.142 -1.931  0.03
H: -1.368 4.669 -1.654  0.20
H: -0.465 3.653 -2.915  0.19
C: 1.911 4.525 -1.335  -0.03
C: 1.837 3.336 -0.686  -0.40
H: 0.867 2.907 -0.459  0.19
H: 2.753 2.814 -0.388  0.19
C: 0.898 6.594 -2.347  -0.65
H: -0.030 7.054 -2.709  0.24
H: 1.658 6.686 -3.135  0.24
H: 1.265 7.178 -1.492  0.22
C: 3.255 5.201 -1.393  -0.65
H: 3.294 6.139 -0.824  0.24
H: 3.553 5.401 -2.430  0.22
H: 3.981 4.513 -0.942  0.22
Cr: -0.655 -2.227 1.386  1.36
O: -0.381 -0.541 0.339  -0.67
C: -0.493 -0.691 -0.930  0.73
O: 0.481 -3.198 -0.063  -0.69
C: 0.936 -2.646 -1.090  0.95
O: 1.881 -3.181 -1.829  -0.40
N: 0.485 -1.447 -1.601  -0.48
C: 2.112 -2.281 -2.988  -0.09
C: 1.278 -1.044 -2.772  -0.24
H: 1.781 -2.820 -3.886  0.23
H: 3.184 -2.047 -2.995  0.24
H: 0.622 -0.773 -3.603  0.24
H: 1.909 -0.174 -2.526  0.24
C: -1.645 -0.255 -1.646  -0.37
C: -2.746 0.160 -0.972  -0.13
H: -1.562 -0.221 -2.736  0.26
H: -2.759 0.274 0.111  0.21
H: -3.650 0.389 -1.541  0.25
O: -1.842 -1.306 2.688  -0.75
C: -2.183 -1.959 3.946  -0.10
C: -1.758 -3.386 3.835  0.20
C: -2.047 -4.321 4.827  -0.22
C: -1.654 -5.645 4.644  -0.09
C: -0.985 -5.985 3.461  -0.22
C: -0.710 -4.997 2.521  0.07
N: -1.088 -3.704 2.700  -0.57
H: -2.024 -0.349 2.682  0.54
H: -1.667 -1.446 4.767  0.23
H: -3.265 -1.871 4.087  0.23
H: -2.572 -3.954 5.712  0.25
H: -1.864 -6.395 5.406  0.26
H: -0.670 -7.008 3.260  0.26
H: -0.178 -5.204 1.592  0.23

Forces on atoms 1 to 3 (eV/Å):
-0.8 -0.8 -0.2
0.8 0.8 0.0
-0.1 1.1 -1.3

Values from the calculation:
Kohn-Sham gap (alpha / beta) in eV: 3.683 / 3.457
E_HOMO (alpha / beta) in eV: -11.48 / -11.25
Charge: +2
2S+1: 5
LUMO level (alpha / beta) in eV: -7.79 / -7.79

[2]
The following is a quantum chemistry calculation of 5 unconnected molecules or ions with the total composition H8IO4, from the OMol25 dataset.

Last column: natural (NBO) charge in e.
Cartesian coordinates (Å):
I: -0.699 -0.650 -0.764  -0.93
O: 1.850 0.850 1.136  -0.97
H: 1.283 0.489 0.501  0.49
H: 1.803 1.775 1.193  0.46
O: 1.331 -3.477 -1.646  -0.98
H: 0.555 -3.616 -2.268  0.45
H: 0.935 -2.581 -1.370  0.49
O: -1.305 2.702 -1.262  -0.95
H: -1.373 2.931 -2.110  0.45
H: -1.363 1.808 -1.149  0.49
O: -1.219 0.127 2.771  -0.92
H: -0.892 0.258 1.967  0.47
H: -0.907 -0.618 3.000  0.44

Forces on atoms 1 to 3 (eV/Å):
-0.1 -0.2 -0.1
2.3 -1.2 2.1
-1.7 -0.5 -1.8

Values from the calculation:
Kohn-Sham gap in eV: 8.146
E_HOMO in eV: -4.72
Charge: -1
LUMO level in eV: 3.43

[3]
The following is a quantum chemistry calculation of 2 unconnected molecules or ions with the total composition C4H11NO2, from the OMol25 dataset.

Last column: natural (NBO) charge in e.
Cartesian coordinates (Å):
C: -1.174 1.008 0.137  -0.43
C: 0.341 -0.109 1.618  -0.42
N: -0.030 0.096 0.215  -0.44
C: 1.799 1.113 -1.115  0.29
O: 1.796 2.304 -1.437  -0.56
H: 2.485 0.736 -0.334  0.11
H: -0.935 1.972 0.600  0.21
H: -2.061 0.622 0.651  0.19
H: -1.434 1.202 -0.909  0.21
H: 0.528 0.845 2.124  0.21
H: -0.422 -0.664 2.172  0.19
H: 1.282 -0.666 1.673  0.20
C: -0.366 -1.271 -0.543  0.10
O: -1.589 -1.871 -0.231  -0.73
H: -1.772 -2.508 -0.940  0.48
H: 0.408 -1.980 -0.240  0.15
H: -0.279 -1.152 -1.627  0.16
H: 1.422 0.322 -1.814  0.10

Forces on atoms 1 to 3 (eV/Å):
-0.1 0.1 -0.2
0.3 -0.5 -0.1
-1.5 -2.1 -1.2

Values from the calculation:
Kohn-Sham gap in eV: 9.843
E_HOMO in eV: -9.27
LUMO level in eV: 0.57
Structure (SMILES): CN(C)CO.C=O

[4]
The following is a quantum chemistry calculation of a molecular structure, C3H5O3P, from the OMol25 dataset.

Last column: natural (NBO) charge in e.
Cartesian coordinates (Å):
C: 0.856 -1.334 0.501  0.07
C: 0.666 -1.305 -0.825  -0.02
C: -0.226 1.598 0.100  -1.03
O: -2.638 0.015 0.191  -1.01
O: -0.167 -0.818 1.254  -0.75
O: -0.556 -0.748 -1.202  -0.78
P: -1.203 0.084 -0.007  2.31
H: 1.716 -1.516 1.090  0.21
H: 1.492 -1.504 -1.538  0.22
H: 0.090 1.915 -0.856  0.26
H: -0.743 2.282 0.711  0.26
H: 0.712 1.330 0.580  0.27

Forces on atoms 1 to 3 (eV/Å):
-1.5 1.0 -0.2
1.9 -0.1 0.7
0.2 -1.4 0.3

Values from the calculation:
Kohn-Sham gap in eV: 9.766
E_HOMO in eV: -9.05
LUMO level in eV: 0.72

Quick rundown of E_tot, same order as above: -2154.61556, -603.51912, -364.16170, -684.41128 Eh
Quick rundown of max |F|, same order as above: 2.46, 9.76, 2.79, 4.17 eV/A
Quick rundown of energy above the lowest of the compared OMol25 structures with the same formula, charge and spin, same order as above: 0.00, 161.17, 279.55, 38.56 kJ/mol